A molecular structure, C21H27InN5O8S5, computed with ωB97M-V with the def2-TZVPD basis set.

Last column: Mulliken charge in e.
Element x y z (Å)
In 0.246 0.875 0.334  0.67
C 3.468 2.486 0.233  -0.84
C 2.806 3.617 1.002  -0.81
S 1.001 3.621 0.816  0.07
C 0.439 3.788 2.527  -0.66
C 0.863 2.720 3.524  -0.82
S 0.463 1.001 3.080  0.12
C 2.075 0.185 3.244  -0.77
C 3.238 0.710 2.410  -1.12
S 2.942 0.798 0.618  0.12
H 3.258 2.578 -0.834  0.40
H 4.549 2.536 0.367  0.58
H 3.042 3.594 2.064  0.39
H 3.173 4.562 0.604  0.52
H 0.777 4.759 2.888  0.53
H -0.642 3.822 2.433  0.25
H 1.931 2.755 3.731  0.46
H 0.342 2.921 4.459  0.57
H 2.346 0.221 4.298  0.76
H 1.870 -0.845 2.969  0.13
H 3.580 1.687 2.742  0.70
H 4.054 0.000 2.534  0.67
O -2.819 -1.702 -0.050  -0.82
C -1.611 -1.525 -0.251  -0.14
O -1.119 -0.426 -0.724  -0.79
C -0.660 -2.637 0.040  0.69
C -1.069 -3.932 -0.162  -0.16
C -0.202 -4.980 0.096  -0.78
C 1.071 -4.746 0.545  -0.29
C 1.486 -3.450 0.800  -0.49
C 0.618 -2.327 0.593  0.05
O 0.946 -1.109 0.910  0.04
N 2.875 -3.335 1.277  0.86
O 3.603 -4.295 1.110  -0.62
O 3.257 -2.305 1.817  -0.55
N -0.657 -6.365 -0.098  1.05
O 0.139 -7.259 0.128  -0.61
O -1.805 -6.533 -0.471  -0.62
H -2.063 -4.138 -0.534  0.62
H 1.746 -5.568 0.721  0.65
N 0.875 1.390 -1.777  -0.53
C 0.257 1.152 -2.740  0.49
N -0.458 0.875 -3.782  0.03
C -0.534 -0.492 -4.343  -0.35
C -0.028 -0.444 -5.773  -0.69
O -0.738 0.525 -6.527  -0.37
C -0.588 1.833 -6.003  -0.56
C -1.137 1.910 -4.589  -0.53
H -1.579 -0.801 -4.325  0.26
H 0.051 -1.175 -3.731  0.35
H -0.189 -1.405 -6.255  0.38
H 1.045 -0.218 -5.779  0.34
H -1.143 2.504 -6.652  0.36
H 0.468 2.125 -6.007  0.32
H -2.203 1.684 -4.595  0.28
H -0.978 2.891 -4.148  0.46
S -1.928 2.339 0.491  -0.17
C -2.967 1.457 1.533  0.47
N -3.494 0.301 1.288  -0.05
C -4.372 -0.287 2.306  -0.70
C -4.456 0.687 3.496  -0.39
S -3.442 2.141 3.052  -0.08
H -3.169 -0.324 0.517  0.33
H -3.969 -1.253 2.599  0.27
H -5.351 -0.457 1.867  0.35
H -4.058 0.259 4.411  0.33
H -5.472 1.024 3.679  0.39

Atoms 1-3, force components in eV/Å:
0.0 -0.4 0.1
0.1 -0.1 0.0
-0.2 0.1 -0.1

Output
Multiplicity ... 1
Charge ... +1
E ... -105386.5142 eV
Relative energy (zero: lowest compared OMol25 entry of this formula, charge and spin) ... 0.00 kcal per mole